[1]
Density functional theory data (ωB97M-V/def2-TZVPD) for a molecular structure, C14H30IOP2Pm.

Properties
- ⟨S²⟩: 6.011
- HOMO (alpha / beta): -14.7 / -14.7 eV
- ΔE to the lowest compared entry with this formula, charge and spin: 0.0 kcal/mol
- Spin multiplicity: 5
- Net charge: +2
- Frontier orbital gap (alpha / beta): 7.34 / 7.53 eV

XYZ file:
```
49
Properties=species:S:1:pos:R:3:forces:R:3:lowdin_spin:R:1
C 0.005858 -0.035585 -5.174912 0.012 -0.073 0.269 0.001
I -0.999843 -0.076698 -3.183343 -0.027 0.011 -1.296 -0.007
H 1.073734 0.086999 -4.995406 -0.264 -0.024 0.016 0.000
H -0.426240 0.803374 -5.717392 -0.025 -0.041 0.295 0.000
H -0.231399 -0.983295 -5.658662 -0.016 0.111 0.303 0.000
Pm 0.699376 -0.040788 -0.591607 0.987 0.047 1.427 4.079
P 0.049194 2.676124 0.004875 -0.165 1.622 -0.369 -0.013
C -1.473924 3.632035 -0.329563 -0.414 -0.550 -0.062 -0.002
C 0.664046 3.643791 1.436712 0.280 -0.627 0.251 -0.002
H 0.614395 4.725223 1.239183 0.021 -0.420 -0.102 -0.001
H 1.136818 4.373205 -1.354069 0.209 -0.249 -0.150 0.000
H 1.694500 3.343215 1.669642 -0.244 0.183 0.033 0.000
H 2.154611 2.891967 -1.230878 -0.091 0.302 -0.091 0.000
H -2.192040 3.433712 0.479282 0.126 0.121 -0.254 0.000
H 0.038538 3.405385 2.306039 0.151 0.054 -0.163 0.000
C 1.131606 3.276421 -1.367111 -0.017 -0.229 0.198 0.000
H -1.260364 4.707289 -0.367168 0.044 -0.288 0.012 -0.001
H 0.747755 2.920161 -2.331974 0.047 0.171 0.115 0.000
H -1.919546 3.309477 -1.277794 -0.006 0.137 0.174 0.000
P 0.113966 -2.693807 0.368193 -0.267 -1.528 -0.172 -0.014
C -1.420414 -3.676892 0.184225 -0.361 0.516 -0.173 -0.002
C 1.171133 -3.446941 -0.944379 0.021 0.207 0.147 -0.001
H 1.803861 -3.214751 2.042445 -0.256 -0.155 0.054 0.000
H 0.638248 -4.579088 1.839008 0.070 0.451 -0.140 -0.001
H 0.185444 -3.110737 2.760160 0.107 -0.083 -0.248 0.000
C 0.748472 -3.483689 1.896874 0.350 0.501 0.123 -0.003
H 2.190803 -3.032634 -0.887721 -0.121 -0.297 -0.042 0.000
H 1.205530 -4.533501 -0.797585 0.165 0.228 -0.186 0.000
H -1.214540 -4.749402 0.296706 0.035 0.318 -0.040 0.000
H -1.871467 -3.487342 -0.797737 -0.001 -0.115 0.216 0.000
H 0.756127 -3.221311 -1.936620 0.058 -0.157 0.155 0.000
H -2.130674 -3.361074 0.961897 0.127 -0.154 -0.227 0.000
C -1.656134 -0.044381 -0.013478 -4.928 -0.040 0.837 -0.003
O -2.791757 -0.058833 0.220630 4.176 0.069 -0.625 0.005
C -1.227682 0.763419 4.740704 -0.345 0.177 0.098 0.000
C 0.062814 0.032232 4.360503 -0.209 0.011 0.407 -0.001
C 1.279566 0.757101 4.938086 0.329 0.172 -0.126 0.000
C 0.035140 -1.410950 4.860273 0.000 -0.279 0.013 0.000
C 0.140813 0.039110 2.915526 0.470 0.212 -1.149 -0.010
C 0.274938 0.113194 1.694916 0.045 -0.253 0.067 -0.023
H -1.327253 0.792627 5.834585 -0.041 0.021 -0.306 0.000
H -2.099846 0.254821 4.308340 0.152 0.096 0.216 0.000
H -1.216026 1.790729 4.350872 0.006 -0.206 0.208 0.000
H 1.231389 0.755187 6.030540 -0.016 0.012 -0.136 0.000
H 2.202548 0.255976 4.626263 -0.105 0.090 0.121 0.000
H 1.318676 1.793462 4.584484 -0.005 -0.140 0.126 0.000
H -0.834652 -1.939136 4.452373 0.082 0.044 0.185 0.000
H 0.941808 -1.936430 4.539150 -0.119 0.063 0.182 0.000
H -0.014306 -1.427671 5.954011 -0.024 -0.042 -0.191 0.000
```
Positions in Å, forces in eV/Å.

---

[2]
Density functional theory data (ωB97M-V/def2-TZVPD) for a molecular structure, C33H40N4P2ReS.

Properties
- ⟨S²⟩: 3.904
- HOMO (alpha / beta): -12.6 / -12.6 eV
- ΔE to the lowest compared entry with this formula, charge and spin: 0.0 kcal/mol
- Spin multiplicity: 4
- Net charge: +2
- Frontier orbital gap (alpha / beta): 4.99 / 2.99 eV

XYZ file:
```
81
Properties=species:S:1:pos:R:3:forces:R:3:lowdin_spin:R:1
Re -0.083300 0.534083 -0.653632 0.038 -1.747 -1.766 1.004
C 1.337104 6.698347 -4.022004 0.463 0.152 0.028 0.000
C 1.928737 6.745379 -2.824320 0.268 0.519 -0.525 0.000
C 1.528330 7.682329 -1.717832 0.273 0.238 0.079 0.000
C 0.015004 7.917650 -1.557609 -0.226 0.058 0.153 0.000
C -0.855965 6.701613 -1.812892 -0.069 0.368 0.096 0.000
C -1.376686 6.419127 -3.008082 -0.351 0.578 0.121 0.000
C -1.149944 7.310406 -4.210631 -0.050 -0.051 -0.465 0.000
C 0.326452 7.696638 -4.504991 -0.308 0.032 -0.033 0.000
C -1.639967 -0.828532 -0.106857 -0.121 -0.791 0.986 -0.031
H 1.625394 5.960324 -4.773846 0.179 0.270 0.289 0.000
H 2.891746 6.261927 -2.658277 -0.444 -0.415 -0.073 0.000
H 2.014687 8.653521 -1.913450 -0.102 -0.175 0.281 0.000
H 1.935416 7.324910 -0.755254 -0.011 0.041 -0.355 0.000
H -0.166730 8.257209 -0.525777 0.037 0.007 -0.326 0.000
H -0.284628 8.745716 -2.213524 -0.089 -0.295 0.230 0.000
H -1.119467 6.145123 -0.906849 -0.079 -0.035 -0.434 0.000
H -2.123699 5.639646 -3.154063 0.295 -0.140 0.247 0.000
H -1.713695 8.248658 -4.075441 0.009 -0.331 -0.058 0.000
H -1.549596 6.834432 -5.121097 -0.030 0.073 0.473 0.000
H 0.440175 7.780406 -5.595683 -0.033 0.061 0.325 0.000
H 0.537693 8.695303 -4.097244 0.060 -0.352 -0.086 0.000
H -1.357573 -1.766904 -0.631603 -0.398 0.477 0.512 -0.011
H -2.627369 -0.488580 -0.468164 0.439 0.028 0.256 0.004
H -1.692565 -1.032690 0.982593 -0.027 -0.217 -0.641 0.004
P -1.241011 2.143495 0.348390 -3.047 1.461 -0.972 0.077
P 1.560564 2.017740 -0.308966 4.982 2.306 -1.169 0.003
N -2.767317 2.555156 -0.466550 1.275 -0.215 0.788 0.030
N -2.003440 1.973262 2.012576 0.468 0.030 0.206 0.039
N 2.005739 2.501395 -1.993713 -0.759 0.013 1.861 -0.012
N 3.257329 1.732265 0.199473 -1.517 -0.304 0.274 0.000
C -0.414929 3.767915 0.473242 0.039 0.062 0.460 0.013
C 1.109976 3.610297 0.479557 0.077 -0.138 0.363 0.002
C -3.330929 1.807841 -1.494308 -1.158 0.495 -0.135 0.019
C -4.581867 2.344334 -1.789969 1.303 -0.356 0.385 0.001
C -4.772723 3.473714 -0.937299 1.196 -0.170 0.712 0.004
C -3.638568 3.581138 -0.130806 -1.069 -0.156 -0.686 0.006
C -2.973670 1.032296 2.343270 0.939 0.779 -0.629 0.347
C -3.312656 1.171898 3.691822 1.031 1.751 1.642 0.110
C -2.510694 2.235448 4.211903 -1.884 -1.971 0.102 0.126
C -1.718233 2.696388 3.161662 0.159 -0.586 -1.757 0.336
C 1.618217 1.808785 -3.123359 -0.050 0.345 -0.875 0.008
C 1.987204 2.556016 -4.242214 -0.405 -0.594 0.800 0.001
C 2.617477 3.739774 -3.773087 -0.398 -0.617 1.294 0.002
C 2.587296 3.686993 -2.382594 -0.052 0.180 -0.888 -0.001
C 4.419906 2.429097 -0.125646 0.827 -0.230 0.253 0.010
C 5.513698 1.777481 0.434023 -1.273 0.224 -0.145 -0.001
C 5.008203 0.649210 1.152346 -1.376 0.345 -0.335 0.008
C 3.622852 0.656036 1.001295 1.184 -0.013 0.030 0.006
H -0.765452 4.298014 1.364212 0.086 0.197 -0.320 0.002
H -0.749859 4.341299 -0.401595 0.020 -0.304 0.101 0.000
H 1.598709 4.449454 -0.034444 -0.132 -0.279 0.169 0.000
H 1.509382 3.562462 1.504632 -0.060 0.027 -0.260 0.000
H -2.785246 0.987607 -1.930824 -0.143 0.037 -0.075 0.012
H -5.261987 1.950513 -2.530859 0.070 0.142 0.033 0.000
H -5.631391 4.128291 -0.910332 0.107 -0.042 0.004 0.001
H -3.371463 4.301790 0.627317 -0.125 0.003 -0.034 0.000
H -3.327234 0.324561 1.608643 -0.107 0.110 -0.018 0.012
H -4.042706 0.585671 4.231278 0.058 0.060 -0.073 0.001
H -2.512732 2.622398 5.223027 -0.002 -0.073 -0.157 0.002
H -0.967103 3.475380 3.144565 -0.132 -0.112 0.174 0.013
H 1.102122 0.856040 -3.016174 0.250 -0.115 -0.258 0.002
H 1.810703 2.278083 -5.270521 0.055 -0.019 0.104 0.000
H 3.006752 4.555891 -4.361011 0.144 -0.229 0.058 0.000
H 2.922301 4.410520 -1.656500 -0.018 -0.125 -0.173 0.000
H 4.391673 3.323607 -0.724915 0.077 -0.206 0.030 0.000
H 6.553665 2.074232 0.345981 -0.322 -0.008 -0.038 0.000
H 5.576018 -0.077579 1.709716 -0.025 0.021 -0.013 0.000
H 2.857912 0.000342 1.370692 0.025 -0.189 0.125 0.000
S 1.270436 -1.380197 -0.681248 -0.360 -0.843 0.208 0.564
C 0.902910 -2.842705 0.251585 0.338 -0.224 -0.111 0.088
C 1.091001 -2.883554 1.645474 -0.484 -0.172 0.120 0.052
C 0.790748 -4.046743 2.357041 0.105 0.309 -0.010 0.000
C 0.351663 -5.196312 1.687825 0.030 0.213 -0.278 0.079
C 0.214817 -5.181070 0.292551 -0.020 0.207 -0.149 -0.002
C 0.516905 -4.023271 -0.429367 -0.015 0.070 0.292 0.063
H 1.434816 -1.987495 2.146312 -0.005 -0.083 0.127 0.001
H 0.888130 -4.058030 3.447467 0.061 0.014 -0.471 -0.001
H 0.124030 -6.104608 2.250045 0.075 0.320 -0.194 0.004
H -0.137411 -6.075270 -0.235643 0.229 0.437 0.222 -0.001
H 0.426621 -3.989760 -1.506560 0.001 -0.145 -0.030 0.003
```
Positions in Å, forces in eV/Å.

---

[3]
Density functional theory data (ωB97M-V/def2-TZVPD) for a molecular structure, C20H16F7NO16S2.

Properties
- HOMO: 2.5 eV
- Spin multiplicity: 1
- Net charge: -4
- Frontier orbital gap: 4.69 eV

XYZ file:
```
62
Properties=species:S:1:pos:R:3:forces:R:3:lowdin_charge:R:1
O 1.232012 1.026054 5.704844 -0.726 0.802 0.413 0.162
H 0.889254 1.064479 4.728884 0.620 -0.069 -1.455 0.079
H 1.804630 1.790028 5.830873 0.128 -0.094 -0.166 0.126
H 1.715638 0.174873 6.020549 0.917 -1.918 0.188 0.085
O 0.266579 0.222119 0.994503 -0.299 -0.960 0.259 0.202
H 0.499160 -0.739429 1.037878 -0.004 0.575 -0.344 0.178
H 0.731821 0.598151 0.206631 0.698 -0.219 0.155 0.103
H 0.542655 0.666891 1.871596 0.375 0.546 0.559 0.081
C 2.207050 -4.840972 6.320078 -0.081 2.001 0.004 -0.040
C 1.574033 -4.939711 5.066810 0.951 -1.065 0.574 -0.434
C 1.195408 -3.667239 4.314759 -1.353 1.077 -1.289 -0.383
O 0.546718 -3.715348 3.263943 0.138 -0.870 0.116 0.009
C 1.508840 -2.383309 4.829781 0.722 -0.321 1.925 -0.018
C 2.176887 -2.278931 6.041046 -0.651 -0.052 -0.250 -0.364
C 2.468512 -3.563561 6.882284 0.854 -0.493 0.261 -0.407
O 2.996968 -3.421790 8.009425 -0.172 0.285 -0.200 -0.093
O 2.501680 -1.162710 6.567638 -0.488 1.524 0.140 -0.117
O 1.381282 -6.039511 4.543014 -0.506 -0.547 -0.803 -0.045
H 2.619783 -5.694969 6.837648 -0.263 -0.227 -0.022 0.079
H 1.050495 -1.498977 4.406437 0.246 -0.034 -0.460 0.086
C 1.058911 -0.395322 -3.896400 0.185 1.919 0.330 -0.028
C 1.692797 0.649186 -4.614049 0.971 -0.314 -0.283 -0.413
C 2.920778 1.365046 -3.921032 0.220 0.429 0.563 -0.390
O 3.615663 2.199973 -4.535825 -0.364 -0.133 -0.362 -0.078
C 3.155625 1.112412 -2.541370 -1.117 -0.699 -0.558 -0.044
C 2.390878 0.187542 -1.803652 1.811 1.663 1.075 -0.373
C 1.322130 -0.620298 -2.509800 -0.646 -1.555 -1.515 -0.420
O 0.719124 -1.549632 -1.948302 0.190 0.459 1.326 -0.024
O 2.622409 0.112029 -0.545181 -1.479 -0.376 -0.410 -0.099
O 1.461710 1.000204 -5.785757 -0.341 0.068 0.072 -0.073
H 0.071967 -0.675879 -4.246232 0.183 -0.568 -0.149 0.087
H 3.815088 1.783648 -2.002484 0.253 -0.205 -0.009 0.085
F 0.968543 1.367499 3.223444 -0.509 -0.486 0.537 -0.481
C -2.752993 0.415674 -1.833540 1.446 -1.354 -0.742 -0.637
F -3.209192 1.597518 -2.243793 -0.535 0.270 0.529 0.119
F -1.439552 0.411978 -2.107544 -0.559 -0.253 -0.262 0.118
F -2.836689 0.236369 -0.523454 -0.698 0.530 0.121 0.133
S -3.665390 -0.957349 -2.826322 0.124 -0.034 0.057 0.615
O -4.910122 -0.322655 -3.186804 -0.045 -0.153 0.405 -0.338
O -2.811636 -1.277286 -3.928307 0.271 -0.307 0.436 -0.292
N -3.769152 -2.251982 -1.794351 -0.675 1.694 -0.830 -0.284
S -4.987561 -2.166691 -0.780428 -0.252 -0.649 0.924 0.545
O -4.784960 -3.062916 0.323672 0.185 -0.273 -0.140 -0.310
O -5.480397 -0.856269 -0.436973 -0.195 -0.185 -0.471 -0.316
C -6.411793 -3.059317 -1.670345 1.420 1.371 -0.206 -0.669
F -6.029488 -4.260149 -2.104356 -0.233 -0.310 0.170 0.116
F -7.484714 -3.188255 -0.883167 -0.143 -0.152 -0.066 0.109
F -6.740541 -2.332739 -2.748123 -0.632 -0.279 -0.023 0.094
C 1.900521 4.089617 -1.598471 0.810 -1.294 -0.580 -0.036
C 1.772782 4.346816 -2.962684 -0.286 -0.035 0.947 -0.038
C 0.543867 4.121485 -3.558991 -0.521 1.885 -0.720 -0.293
C -0.523317 3.573089 -2.878363 -0.084 -0.705 0.891 0.003
C -0.316836 3.136565 -1.578245 0.362 0.626 -0.136 -0.011
C 0.901700 3.383391 -0.960262 -1.187 -0.609 0.519 -0.314
O 1.032573 2.797128 0.294251 0.952 0.803 -0.623 0.013
O 0.259023 4.802425 -4.751004 0.186 -0.681 -0.012 0.005
H 2.896297 4.084642 -1.163788 -0.069 0.320 0.127 0.112
H 2.636884 4.693289 -3.514329 -0.121 0.096 -0.172 0.110
H -1.520039 3.406916 -3.262545 0.199 0.218 -0.603 0.113
H -1.090398 2.642727 -1.011407 -0.022 -0.104 -0.051 0.106
H 1.993497 2.705934 0.384117 -0.150 -0.436 0.515 0.105
H 1.102600 5.157499 -5.046426 -0.013 -0.143 -0.226 0.081
```
Positions in Å, forces in eV/Å.